[1]
{"formula": "C2H5NOS", "method": "ωB97M-V/def2-TZVPD", "homo_lumo_gap_ev": [8.507, 8.507], "energy_ha": -607.2227, "molar_mass_da": 91.1, "symbols": ["H", "C", "N", "H", "H", "O", "H", "S", "H", "C"], "xyz": [[-0.65105, 1.73939, 0.63031], [0.62980, -0.64593, 0.06043], [-0.62650, -1.23481, -0.38298], [-0.15470, 1.62833, -1.19879], [-0.80514, -2.22387, -0.32830], [-2.67468, 0.02456, 0.78266], [1.37805, -0.44597, -0.56701], [-1.91882, -0.14549, -0.45478], [0.75562, -0.68019, 1.18230], [-0.62814, 1.19713, -0.24298]], "lowdin_charge": [-0.008, -0.042, -0.354, 0.062, 0.073, -0.530, 0.006, 0.821, 0.092, -0.121]}

[2]
{"formula": "C10H11AsCoN2O9S", "method": "ωB97M-V/def2-TZVPD", "homo_lumo_gap_ev": [7.508, 7.485], "charge": -1, "energy_ha": -5191.1908, "molar_mass_da": 469.1, "symbols": ["C", "C", "C", "C", "H", "O", "H", "C", "C", "N", "O", "O", "H", "O", "As", "H", "H", "H", "N", "O", "C", "O", "C", "H", "S", "C", "O", "H", "O", "O", "H", "Co", "C", "H", "H"], "xyz": [[-4.27372, -2.77662, 1.34418], [2.84052, 2.56405, -0.13211], [-4.76717, -1.62947, 0.73679], [-3.88249, -0.71621, 0.19013], [-2.03580, 1.07231, -2.72731], [0.04532, -0.08418, 1.51468], [3.80471, 0.56257, 1.25944], [-2.01726, -2.09586, 0.83852], [-2.51051, -0.93918, 0.23509], [2.84325, 0.80406, 1.47455], [0.04135, -0.19591, -1.22856], [1.66287, -1.76857, 1.06051], [3.28452, 2.85436, 1.96154], [-0.69095, -2.41060, 0.85034], [-1.43349, 0.38863, -0.66982], [1.52104, 1.52318, -2.87233], [1.58445, 2.46206, 1.58867], [-2.51529, -3.90589, 1.85450], [2.16889, 1.69161, -0.88961], [2.98818, -0.60405, -1.49164], [2.44581, 1.57079, -2.29170], [-2.39943, 0.35492, -2.19025], [3.12873, 0.18927, -2.50057], [-4.95593, -3.50047, 1.77247], [0.39743, -1.50569, 1.79750], [2.62525, 2.24972, 1.33835], [3.55989, 3.48060, -0.51304], [2.61898, 0.47645, 2.40478], [3.71039, -0.04103, -3.54508], [-1.51831, 1.91041, -0.12281], [-5.83388, -1.45619, 0.67847], [1.61155, -0.06085, -0.17256], [-2.91114, -3.00505, 1.40274], [3.09804, 2.35898, -2.65597], [-4.23577, 0.18185, -0.29989]], "lowdin_charge": [-0.091, -0.542, -0.091, -0.086, 0.032, -0.491, 0.117, -0.344, -0.187, 0.020, -0.437, -0.448, 0.115, -0.256, 0.887, 0.117, 0.124, 0.115, -0.010, -0.047, -0.110, -0.261, -0.605, 0.098, 0.830, -0.138, 0.023, 0.093, 0.038, -0.462, 0.097, 0.689, -0.017, 0.119, 0.106]}

[3]
{"formula": "C47H57Ge2HoN11O4", "method": "ωB97M-V/def2-TZVPD", "homo_lumo_gap_ev": [2.685, 2.711], "spin_multiplicity": 5, "charge": -1, "energy_ha": -7830.2280, "molar_mass_da": 1150.2, "symbols": ["C", "H", "O", "C", "N", "C", "N", "H", "C", "C", "C", "H", "H", "C", "C", "H", "N", "H", "C", "H", "N", "C", "H", "C", "C", "C", "H", "C", "N", "Ge", "N", "C", "H", "C", "H", "H", "H", "H", "H", "H", "H", "C", "C", "Ge", "H", "H", "H", "H", "C", "H", "N", "C", "H", "H", "H", "C", "H", "H", "H", "C", "C", "H", "H", "H", "H", "C", "C", "C", "H", "C", "H", "C", "Ho", "C", "H", "C", "H", "N", "C", "H", "H", "H", "O", "C", "C", "C", "N", "N", "H", "C", "H", "N", "O", "O", "H", "C", "H", "H", "C", "H", "H", "H", "H", "C", "H", "C", "C", "C", "H", "H", "C", "H", "C", "H", "C", "H", "H", "H", "C", "C", "H", "C"], "xyz": [[-2.91802, 3.78451, -2.06673], [-0.17666, 1.97551, 2.75989], [-0.15157, -0.75987, 1.85752], [2.64976, 4.81771, 2.78540], [0.48522, -3.30383, -2.44757], [0.78676, -4.67786, 5.03959], [2.64700, -0.72275, 1.30143], [2.50819, 1.46873, -3.42160], [-5.53527, 3.65804, -1.01272], [3.96434, -2.79142, 4.01552], [0.70501, -4.33285, 6.40596], [1.98834, 3.87531, -2.46865], [-6.57327, 3.70764, -0.59140], [-3.51831, -7.08453, -0.31142], [3.03682, 0.95234, -2.64655], [3.28395, 5.96231, -2.87494], [2.61792, 2.24976, -0.54344], [-1.05572, -4.18746, -1.10027], [-2.50219, -7.15206, -1.24780], [-1.06427, -1.05575, -0.51271], [3.62582, -2.14809, 2.71412], [-0.06766, -6.82275, -1.90805], [-2.70327, -2.81300, 1.68037], [-0.18350, 4.80603, 4.52830], [-1.15391, 2.21265, -4.00045], [0.05545, 4.90148, -2.75414], [4.39647, -0.41048, 0.19417], [-2.26863, -1.80306, 1.62731], [-2.39047, -1.33332, 0.17064], [0.66511, 4.41698, 2.73348], [2.08922, -0.06281, -2.03864], [0.78685, 2.48392, 2.38506], [3.86999, 0.52411, -3.27017], [2.19427, 5.98806, -2.92101], [-3.63992, 2.70645, -3.77521], [-2.70359, -7.50635, -2.24294], [-4.57423, -7.18814, -0.64159], [-3.92100, -6.71864, 1.84538], [-1.05286, 5.50613, 4.48329], [2.37933, -1.00654, -2.28777], [-0.33169, 8.23215, -3.02795], [-3.24838, 4.50658, -0.94711], [1.60887, -3.42740, 6.90081], [-1.04262, 3.34251, -2.42344], [-0.03024, -4.83615, 7.05510], [-2.01543, 0.59715, -2.87691], [-6.07974, 2.80795, -2.95089], [-0.17439, -7.45147, -2.80356], [-0.97104, 1.80712, -6.37588], [-1.70127, 6.21487, -2.83960], [-1.57939, -5.35637, 4.81834], [3.56854, 1.93066, -1.61887], [-2.94601, -1.20276, 2.26790], [-3.01407, -0.54335, 0.21488], [1.15780, -0.05383, -2.44660], [2.40749, -1.66034, 2.29174], [-2.94629, -2.10139, -0.30430], [2.92022, 3.07384, -0.01258], [1.73034, 2.57699, -0.86786], [1.82787, -4.18735, 4.23386], [1.33397, -3.97279, -3.32046], [-1.92883, -0.04935, -7.11672], [3.05238, 4.70819, 1.72623], [0.90189, -7.12386, -1.43576], [-2.77172, -0.66340, -4.86547], [-1.71769, 0.63323, -6.26946], [-0.87592, -6.57199, 0.40618], [-1.19756, -6.92557, -0.90650], [-0.38587, 3.00876, -0.00494], [-0.36473, -5.25279, 4.39381], [-4.65045, 4.81764, 0.64391], [-1.89142, -6.49064, 1.34831], [0.94205, 0.60465, 0.42875], [3.94956, -0.82546, 1.07826], [1.59431, 1.98248, 2.97025], [2.74495, -3.33189, 4.78054], [0.13879, -6.33223, 0.68955], [0.11078, -5.49558, -2.46796], [-0.82207, -1.81704, 2.14979], [2.11777, -3.50787, -3.90927], [4.65826, -3.59312, 3.69983], [4.52749, -2.07408, 4.59704], [-0.25548, -5.68582, 3.04374], [-3.95022, 3.13004, -2.78857], [0.18677, 7.28290, -3.07001], [1.48007, 4.84741, -2.68710], [4.59659, -1.65231, 1.92193], [1.12255, -5.26967, -3.39890], [4.49962, 1.61690, -1.12594], [-1.76534, 0.97698, -3.86757], [-2.55063, 5.08088, -0.38010], [-2.35686, -5.72769, 3.71036], [-0.36378, -2.84753, 2.65083], [-0.13686, -0.87917, -0.93000], [-0.17884, 6.60585, 1.70742], [-4.46949, 4.31183, -0.33429], [1.57433, -3.04293, 7.98488], [-1.29372, 5.28881, 1.45717], [-0.20268, 2.41063, -0.94880], [3.04048, 3.97836, 3.42805], [3.86105, 2.78408, -2.22167], [1.84649, -4.47321, 3.16683], [1.40046, -1.89119, 2.60826], [2.66350, -2.93707, 6.15770], [0.56420, 5.33465, 5.16242], [-0.22575, 5.53672, 1.42590], [1.57830, 7.19497, -3.10260], [-1.55259, -5.98299, 2.71816], [0.05729, 3.39947, -5.40963], [-0.43315, 3.86579, 4.98301], [-0.60234, 2.53635, -5.23213], [3.40196, -2.29831, 6.68519], [-3.22189, -6.71035, 0.99935], [0.20779, -1.70393, -1.44061], [-2.13189, 0.23756, -5.00631], [0.14423, 5.46136, 0.38137], [2.07956, 8.14135, -3.25732], [2.94595, 5.81575, 3.13626], [-5.25369, 3.13381, -2.31676], [-0.26302, -4.29717, -1.94268], [-0.64240, 2.15605, -7.31758], [-0.58858, 6.15796, -2.89492]], "lowdin_charge": [-0.270, -0.053, -0.210, -0.259, 0.061, -0.139, -0.039, 0.089, -0.104, -0.057, -0.018, 0.078, 0.092, -0.057, -0.220, 0.097, -0.089, 0.170, -0.050, -0.020, -0.111, -0.102, 0.101, -0.244, -0.305, -0.266, 0.103, -0.106, 0.019, 0.715, -0.016, -0.454, 0.119, -0.135, 0.096, 0.115, 0.120, 0.122, 0.006, 0.058, 0.090, -0.145, -0.097, 0.768, 0.125, 0.092, 0.084, 0.127, -0.111, 0.101, 0.124, -0.282, 0.126, 0.087, 0.051, -0.024, 0.114, 0.080, -0.079, 0.010, -0.194, 0.096, 0.006, 0.138, 0.100, -0.128, 0.017, -0.223, -0.143, -0.271, 0.103, -0.128, 1.389, -0.201, -0.084, -0.181, 0.129, -0.120, -0.592, 0.109, 0.130, 0.116, 0.075, -0.117, -0.122, -0.101, 0.086, 0.094, 0.093, -0.137, 0.072, 0.108, 0.017, -0.300, 0.015, -0.111, 0.134, -0.001, -0.433, 0.009, 0.089, 0.141, 0.092, -0.025, 0.000, -0.255, -0.124, -0.278, 0.101, -0.020, -0.101, 0.123, -0.015, 0.040, -0.115, 0.016, 0.089, -0.012, -0.119, -0.110, 0.073, -0.116]}

[4]
{"formula": "CH6N3", "method": "ωB97M-V/def2-TZVPD", "homo_lumo_gap_ev": 8.978, "charge": 1, "smiles": "C=[NH+]NN", "energy_ha": -205.5420, "molar_mass_da": 60.1, "symbols": ["H", "H", "C", "H", "N", "H", "N", "N", "H", "H"], "xyz": [[2.05334, -0.31141, -0.81911], [-0.96588, -1.89604, -0.55544], [-1.39655, -0.99244, -0.09941], [0.44559, 1.75146, 0.37994], [1.81101, 0.18843, 0.07881], [-2.39567, -1.06326, -0.33223], [-0.96794, 0.20283, 0.22410], [0.64811, 0.80093, 0.14579], [2.46559, 0.38861, 0.86098], [-1.69759, 0.93088, 0.11657]], "lowdin_charge": [0.156, 0.125, 0.124, 0.125, 0.049, 0.070, 0.095, -0.049, 0.146, 0.161]}

| no. | largest force on an atom (eV/Å) |
| --- | --- |
| 1 | 8.0 |
| 2 | 2.6 |
| 3 | 4.5 |
| 4 | 3.4 |